ORCA calculation (ωB97M-V with the def2-TZVPD basis set) on C7H2F3NO2 as an isolated structure at a distorted geometry.

Properties
LUMO = 0.3 eV
2S+1 = 1
energy = -21021.14299 eV
orbital gap = 10.11 eV
charge = 0

Last column: Löwdin charge in e.
Cartesian coordinates (Å):
C  0.5009  1.9217  0.9743  0.057
C  1.2874  1.1821  0.2372  -0.181
C  -0.7197  1.1261  1.0489  -0.203
C  -0.0009  -0.7804  -0.4795  0.001
C  -0.0751  -1.9462  -1.1075  -0.306
C  1.3581  -0.2876  -0.1151  -0.135
C  -1.0966  0.1614  -0.0202  -0.416
N  -1.7202  0.7231  1.7288  0.205
O  2.1986  0.7220  -0.6137  0.167
O  -2.1984  -0.2399  0.7571  0.026
F  -1.1429  -2.6280  -1.3749  0.206
F  1.0260  -2.5644  -1.5047  0.163
F  -1.6701  0.7089  -1.1702  0.079
H  0.5011  3.0671  1.1717  0.154
H  1.7516  -1.1659  0.4680  0.181


ORCA calculation (ωB97M-V with the def2-TZVPD basis set) on C40H35AuN2O3P as an isolated structure.

Properties
LUMO (spin up / spin down) = -4.1 / -4.0 eV
2S+1 = 1
energy = -64145.93522 eV
orbital gap (spin up / spin down) = 6.82 / 5.96 eV
charge = +1

Last column: Löwdin charge in e.
Cartesian coordinates (Å):
Au  -0.1506  -0.1943  -0.1275  0.943
O  2.5257  2.6522  2.2977  0.151
C  2.4978  2.2091  1.1873  -0.491
O  2.2134  0.9144  0.9211  -0.211
C  2.7542  2.9448  -0.0831  -0.148
C  3.1867  4.2575  -0.1575  0.014
C  3.4688  4.7857  -1.4085  -0.039
C  3.3246  4.0011  -2.5524  -0.044
C  2.8783  2.6901  -2.4650  -0.059
C  2.5814  2.1647  -1.2136  -0.233
P  2.1057  0.4599  -0.7812  0.963
C  3.6140  -0.5414  -0.7905  -0.275
C  4.3180  -0.6877  -1.9880  -0.080
C  5.5283  -1.3556  -2.0063  -0.058
C  6.0470  -1.8824  -0.8296  -0.058
C  5.3587  -1.7288  0.3620  -0.061
C  4.1466  -1.0540  0.3867  -0.063
C  1.3105  -0.0483  -2.4022  -0.353
C  1.4217  -1.3875  -2.8061  -0.120
C  0.7989  -1.8289  -3.9623  -0.070
C  0.0295  -0.9491  -4.7201  -0.068
C  -0.1112  0.3693  -4.3128  -0.073
C  0.5162  0.8170  -3.1587  -0.119
H  3.3112  4.8333  0.7496  0.131
H  3.8158  5.8057  -1.4984  0.114
H  3.5654  4.4170  -3.5213  0.114
H  2.7695  2.0956  -3.3627  0.109
H  3.9250  -0.2731  -2.9078  0.109
H  6.0725  -1.4591  -2.9350  0.111
H  6.9955  -2.4023  -0.8428  0.112
H  5.7684  -2.1244  1.2811  0.114
H  3.6269  -0.9063  1.3210  0.107
H  2.0125  -2.0787  -2.2182  0.080
H  0.9242  -2.8555  -4.2816  0.117
H  -0.4524  -1.2924  -5.6257  0.115
H  -0.7099  1.0562  -4.8966  0.117
H  0.4005  1.8514  -2.8622  0.094
O  -1.7821  -1.6157  -1.7846  -0.116
C  -2.7988  -0.8363  -2.4205  -0.252
C  -3.9292  -0.6517  -1.4348  -0.157
C  -3.4793  0.0425  -0.1411  -0.137
C  -2.8972  1.4077  -0.3769  -0.266
C  -3.7281  2.5191  -0.4734  0.002
C  -3.1875  3.7737  -0.6678  -0.030
C  -1.8078  3.9014  -0.7492  -0.034
C  -1.0428  2.7613  -0.6510  -0.117
N  -1.5661  1.5355  -0.4889  0.013
H  -1.1213  -1.8567  -2.4477  0.052
H  -3.1503  -1.3381  -3.3252  0.128
H  -2.3907  0.1373  -2.7126  0.100
H  -4.3559  -1.6221  -1.1772  0.124
H  -4.7140  -0.0647  -1.9193  0.124
H  -2.7466  -0.5824  0.3748  0.090
H  -4.3354  0.1430  0.5264  0.125
H  -4.7972  2.3855  -0.3792  0.127
H  -3.8272  4.6428  -0.7384  0.120
H  -1.3328  4.8632  -0.8747  0.116
H  0.0375  2.8197  -0.6941  0.091
N  0.1110  -1.2413  1.5464  0.046
C  0.7927  -2.1659  2.0636  -0.309
C  0.6169  -2.3335  3.5365  -0.193
C  0.6712  -1.2012  4.3428  -0.022
C  0.5086  -1.3271  5.7147  -0.064
C  0.2774  -2.5754  6.2737  -0.072
C  0.2171  -3.7043  5.4647  -0.067
C  0.3946  -3.5878  4.0968  -0.036
C  1.6793  -3.0970  1.3191  -0.187
C  1.4163  -3.3813  -0.0206  -0.053
C  2.2327  -4.2530  -0.7220  -0.072
C  3.3132  -4.8526  -0.0863  -0.063
C  3.5668  -4.5850  1.2505  -0.067
C  2.7519  -3.7122  1.9550  -0.035
H  0.8612  -0.2361  3.8917  0.113
H  0.5651  -0.4501  6.3449  0.108
H  0.1476  -2.6724  7.3432  0.107
H  0.0344  -4.6766  5.9019  0.108
H  0.3531  -4.4660  3.4645  0.122
H  0.5511  -2.9374  -0.4965  0.085
H  2.0160  -4.4840  -1.7571  0.107
H  3.9472  -5.5408  -0.6294  0.111
H  4.4016  -5.0592  1.7498  0.113
H  2.9538  -3.5044  2.9985  0.126


ORCA calculation (ωB97M-V with the def2-TZVPD basis set) on C35H42BrN6O2PPbSSb as an isolated structure.

Properties
LUMO = -2.7 eV
2S+1 = 1
energy = -151961.26290 eV
orbital gap = 7.49 eV
charge = +1

Last column: Löwdin charge in e.
Cartesian coordinates (Å):
Pb  -0.6176  -0.0148  0.5131  1.254
C  1.7054  -2.9591  1.1142  -0.038
C  0.2898  -3.4309  1.2603  -0.331
C  0.0685  -4.7526  1.6417  -0.017
C  -1.2169  -5.2348  1.7348  -0.039
C  -2.2605  -4.3855  1.3975  -0.143
C  -1.9791  -3.0831  1.0178  -0.514
N  -0.7266  -2.5989  0.9907  -0.057
Sb  -3.7738  -2.0971  0.2928  1.491
C  -3.8393  -0.5538  1.8334  -0.441
C  -4.9061  -0.6197  2.7213  -0.124
C  -5.0459  0.3677  3.6838  -0.049
C  -4.1445  1.4146  3.6917  -0.021
C  -3.1048  1.4353  2.7663  -0.322
C  -2.1590  2.5955  2.7119  -0.043
N  -2.9402  0.4417  1.8779  -0.035
C  -3.3995  -0.7908  -1.4056  -0.521
C  -4.3531  -1.0024  -2.3943  -0.156
C  -4.2328  -0.3369  -3.6010  -0.044
C  -3.1714  0.5306  -3.7677  -0.022
C  -2.2735  0.7253  -2.7246  -0.326
C  -1.1432  1.7011  -2.8887  -0.032
N  -2.3920  0.0726  -1.5609  -0.031
H  2.1748  -3.5168  0.2995  0.097
H  1.7760  -1.9019  0.8732  0.023
H  2.2802  -3.1725  2.0165  0.075
H  0.9192  -5.3899  1.8476  0.123
H  -1.4084  -6.2583  2.0311  0.117
H  -3.2841  -4.7371  1.4030  0.081
H  -5.6142  -1.4355  2.6538  0.087
H  -5.8498  0.3294  4.4080  0.115
H  -4.2370  2.2223  4.4056  0.116
H  -2.1870  3.1685  3.6373  0.087
H  -1.1350  2.2713  2.5260  0.002
H  -2.4244  3.2558  1.8826  0.070
H  -5.1537  -1.7114  -2.2288  0.080
H  -4.9383  -0.5079  -4.4037  0.117
H  -3.0282  1.0608  -4.7012  0.117
H  -0.8014  1.7304  -3.9240  0.090
H  -1.4880  2.7060  -2.6294  0.078
H  -0.2948  1.4701  -2.2438  0.021
Br  -1.3367  -3.2295  -2.2947  -0.029
C  1.2941  1.6503  3.8418  -0.265
P  1.3227  0.0738  2.8984  0.847
C  1.1497  -1.1323  4.2630  -0.259
C  3.0865  -0.0338  2.4448  -0.389
C  3.9203  -1.0569  2.8857  -0.108
C  5.2383  -1.1245  2.4538  -0.075
C  5.7338  -0.1748  1.5736  -0.077
C  4.9103  0.8528  1.1324  -0.068
C  3.5941  0.9184  1.5594  -0.104
H  2.1122  1.6715  4.5618  0.056
H  0.3419  1.7331  4.3681  0.037
H  1.3917  2.4961  3.1613  0.018
H  1.9614  -1.0293  4.9835  0.053
H  1.1231  -2.1535  3.8814  0.030
H  0.2017  -0.9378  4.7664  0.048
H  3.5568  -1.8082  3.5760  0.091
H  5.8792  -1.9217  2.8078  0.107
H  6.7588  -0.2373  1.2314  0.106
H  5.2888  1.5995  0.4463  0.108
H  2.9515  1.7061  1.1835  0.053
O  2.0673  0.9874  -2.4853  0.018
C  1.9165  -0.0482  -1.8412  -0.637
O  1.5095  -0.1879  -0.6415  -0.274
C  2.1825  -1.3746  -2.5960  -0.164
N  1.0110  -1.5889  -3.5158  0.035
C  1.5454  -2.1948  -4.7664  -0.122
C  2.8588  -1.4570  -4.9540  -0.146
C  3.4115  -1.3455  -3.5214  -0.108
H  2.2029  -2.1993  -1.8886  0.139
H  0.6108  -0.6754  -3.7345  0.156
H  0.2417  -2.1800  -3.0819  -0.117
H  0.8266  -2.0800  -5.5746  0.132
H  1.6929  -3.2577  -4.5781  0.136
H  2.6721  -0.4604  -5.3580  0.118
H  3.5331  -1.9783  -5.6303  0.118
H  3.9595  -0.4178  -3.3842  0.115
H  4.0750  -2.1793  -3.2945  0.119
S  0.5956  2.8069  0.2213  0.653
C  -0.2082  4.0869  -0.4863  -0.794
N  0.4948  4.8209  -1.4194  0.076
C  0.0047  5.9228  -2.0147  -0.047
C  -1.2596  6.3258  -1.7266  -0.032
C  -1.9825  5.5081  -0.8375  -0.093
N  -1.4954  4.4380  -0.2516  0.081
H  1.4221  4.4732  -1.6312  0.147
H  0.6513  6.4368  -2.7119  0.140
H  -1.6931  7.2053  -2.1751  0.112
H  -3.0166  5.7434  -0.6058  0.123